Formula: C36H27BrClInN4O6S6
Source: the OMol25 dataset
Level of theory: the ωB97M-V functional and the def2-TZVPD basis

Electronic energy (eV): -208771.0334
Gap between HOMO and LUMO (eV): 5.7
Energy above the lowest of the compared OMol25 structures with the same formula, charge and spin (kcal per mole): 5.8

ORCA input file:
```
! wB97M-V def2-TZVPD RIJCOSX def2/J DEFGRID3
* xyz -2 1
In -0.22 -0.79 0.74
O 3.65 0.16 -1.42
C 4.11 1.13 -0.63
C 5.40 1.62 -0.83
C 5.91 2.63 -0.04
C 5.14 3.18 0.98
C 3.86 2.69 1.19
C 3.33 1.68 0.39
C 1.90 1.22 0.60
O 1.72 -0.11 0.33
N 1.07 2.01 -0.35
N -0.20 1.63 -0.46
C -1.04 2.48 -0.91
C -2.47 2.27 -1.10
Br -3.03 0.56 -1.69
C -3.39 3.23 -0.99
C -3.16 4.60 -0.49
C -3.88 5.65 -1.07
C -3.72 6.95 -0.63
C -2.85 7.23 0.42
C -2.15 6.18 1.02
C -2.31 4.88 0.57
H 2.78 -0.13 -1.04
H 6.00 1.17 -1.63
H 6.92 2.99 -0.21
H 5.54 3.95 1.62
H 3.24 3.08 1.99
H 1.59 1.46 1.63
H 1.24 3.01 -0.37
H -0.70 3.50 -1.12
H -4.40 3.00 -1.29
H -4.56 5.44 -1.89
H -4.28 7.75 -1.09
H -2.72 8.24 0.77
H -1.49 6.38 1.85
H -1.79 4.07 1.08
O -1.08 -1.68 -3.70
S -0.11 -1.49 -2.65
O 0.51 -0.20 -2.52
N -0.70 -1.89 -1.21
C -1.44 -3.05 -1.08
C -1.57 -4.06 -2.02
C -2.35 -5.20 -1.77
C -3.03 -5.38 -0.60
C -2.92 -4.38 0.40
C -3.58 -4.47 1.65
C -3.44 -3.48 2.57
C -2.62 -2.37 2.25
N -2.00 -2.27 1.11
C -2.14 -3.23 0.17
C 1.20 -2.65 -3.00
C 1.27 -3.26 -4.24
C 2.32 -4.12 -4.51
C 3.30 -4.35 -3.55
C 3.22 -3.73 -2.31
C 2.17 -2.87 -2.03
H -1.08 -3.97 -2.97
H -2.41 -5.96 -2.55
H -3.63 -6.26 -0.41
H -4.19 -5.34 1.86
H -3.92 -3.52 3.54
H -2.44 -1.57 2.96
H 0.49 -3.07 -4.96
H 2.38 -4.60 -5.48
H 4.12 -5.03 -3.77
H 3.97 -3.92 -1.56
H 2.09 -2.41 -1.05
S 5.61 -2.45 4.91
C 4.15 -2.26 4.11
S 2.98 -1.08 4.50
C 1.74 -1.53 3.36
C 2.06 -2.56 2.54
S 1.07 -3.20 1.27
S 3.65 -3.24 2.80
S 0.27 -0.60 3.31
Cl -4.63 2.03 2.15
C -3.13 1.75 3.11
C -1.90 1.54 2.21
O -1.05 2.43 2.21
O -1.93 0.45 1.56
H -3.32 0.87 3.71
H -2.99 2.63 3.74
*
```

Löwdin atomic charge list, values in e, 8 entries: 0.56 0.06 -0.27 -0.02 -0.12 -0.12 -0.04 -0.09